DFT (ωB97M-V/def2-TZVPD) results for 6 unconnected molecules or ions with the total composition C46H62F7NOP at a distorted geometry.

Results
M: 808.97 g mol⁻¹
F_max: 1.11 eV/A
DFT total energy: -80555.8510 eV
lowest unoccupied orbital energy: 2.0 eV
net charge: -1
ΔE to the lowest compared entry with this formula, charge and spin: 0.486 eV
Kohn-Sham gap: 6.270 eV

Last column: Mulliken charge in e.
Positions of all 118 atoms, in Å:
C1 -2.9836 0.0773 1.1721  -0.049
H1 4.9159 5.6137 4.0863  0.431
C2 -1.1852 6.3232 -2.9726  -0.626
C3 2.6416 0.9474 2.0484  -1.713
H2 -8.5388 -8.9534 3.4753  0.349
H3 -10.6324 -8.9788 2.1623  0.365
C4 5.2238 2.1012 -6.6009  -0.250
H4 3.5371 3.1226 -7.4509  0.394
H5 -0.4594 -1.1550 -0.6484  -0.250
H6 3.8484 -2.1620 -0.1554  0.305
H7 4.6128 1.5209 0.1924  0.179
H8 -1.2410 -0.0249 -1.6693  0.420
C5 0.0321 6.0912 -5.0369  -0.370
C6 1.1522 -1.3676 3.0608  -1.206
H9 -6.7530 -7.3083 2.9302  0.413
F1 6.1334 2.0504 -3.1038  -0.297
C7 -9.0460 -6.4289 0.5960  -0.506
H10 1.2584 -5.3677 2.2156  0.369
C8 0.9623 -4.3354 2.4100  -0.548
C9 -2.4772 -0.6703 -0.0675  -0.175
H11 -1.3016 1.6170 3.5675  0.389
H12 -1.6044 6.9520 -2.1989  0.396
H13 0.2956 -1.5645 1.1794  -0.057
F2 0.4329 3.9323 -5.8812  -0.355
H14 3.5928 2.0310 -1.1769  -0.170
C10 4.3498 -1.1962 -0.1193  -1.741
H15 0.4188 -1.9870 3.5933  0.713
C11 -1.9386 -5.6643 -1.9637  -0.680
C12 4.2557 6.9757 1.0450  -0.548
C13 -9.8566 -8.2616 1.9303  -0.545
P1 1.0553 0.8124 0.9899  2.947
H16 -4.2188 -1.4447 2.1113  0.353
H17 1.5079 -0.6794 3.8204  0.422
H18 -0.6160 2.6404 5.5335  0.492
C14 -2.9939 -6.5408 -2.1710  -0.315
H19 -4.8643 -7.2864 -1.4312  0.389
C15 -3.3149 -0.8751 2.3330  -1.232
H20 2.7870 4.0426 -5.2747  0.293
H21 3.2960 0.0775 2.0161  -0.019
C16 5.9335 1.8069 -5.4434  -0.612
H22 3.5056 -0.4162 -1.8060  0.481
H23 2.4412 1.1500 3.1020  0.461
C17 4.2071 1.2288 -0.7750  -1.421
C18 -4.0353 -5.7888 -0.1374  -0.270
C19 -2.9818 -4.9135 0.0840  -0.385
H24 -0.4203 7.9693 -4.1163  0.374
F3 -0.7274 2.9337 1.7133  -0.501
F4 1.5735 2.3029 0.1066  -0.960
H25 4.4249 7.8778 0.4709  0.372
C20 4.0921 2.9054 -6.5479  -0.638
H26 -3.9092 0.6034 0.9301  0.580
H27 -2.4605 -1.7412 0.1585  -0.449
C21 4.7581 6.8703 2.3346  -0.351
C22 3.3123 4.7615 1.2191  0.181
H28 1.0812 2.6132 5.0958  0.286
N1 -0.4657 0.9194 0.0010  -0.383
H29 -0.8518 3.0527 -3.8237  0.491
H30 -1.1142 -5.5926 -2.6602  0.428
H31 -3.2156 -0.5627 -0.8633  0.519
H32 -0.0115 3.7593 4.2892  0.329
H33 0.0183 -4.3651 2.9635  0.298
H34 -2.9965 -7.1763 -3.0469  0.357
C23 0.0760 2.7552 4.6974  -1.683
H35 -2.2700 0.8238 1.5069  -0.235
H36 4.6918 -0.9529 0.8858  0.248
H37 4.0501 3.5147 -3.2082  0.517
H38 -1.8156 4.4941 -2.0427  0.400
H39 6.8137 1.1783 -5.4603  0.419
C24 -7.6799 -7.3339 2.3732  -0.410
C25 -0.1104 4.7232 -4.9288  0.382
C26 3.5336 5.9233 0.4944  -0.797
H40 3.1342 6.0059 -0.5082  0.437
H41 -4.8516 -5.8340 0.5667  0.411
C27 4.5400 5.7181 3.0770  -0.691
H42 -9.1653 -5.7076 -0.2010  0.414
H43 2.2819 -2.4016 1.5706  0.262
H44 -3.4156 -0.3539 3.2833  0.338
C28 -1.0649 -0.2473 -0.6108  -0.209
H45 5.2506 -1.2911 -0.7320  0.548
C29 -8.6802 -8.2487 2.6669  -0.314
C30 -0.7716 4.1302 -3.8727  -0.532
C31 -10.0358 -7.3531 0.8963  -0.282
H46 2.7488 3.9255 0.8115  0.585
C32 -1.9535 -4.8674 -0.8364  0.336
C33 -1.3078 4.9428 -2.8855  -0.286
C34 0.3112 2.1211 2.2526  0.258
H47 1.5026 0.2963 -1.3341  0.563
H48 0.7515 -3.8680 1.4451  0.037
H49 1.6585 -1.1831 -0.4847  0.055
C35 1.9591 -0.1321 -0.4388  -1.269
C36 3.8240 4.6866 2.5012  0.220
C37 2.2424 -2.3718 2.6613  -0.804
C38 4.3700 3.1373 -4.1703  -0.536
F5 3.6063 3.5630 3.2050  -0.180
H50 5.5525 1.6910 -7.5468  0.350
H51 -2.5083 -1.6041 2.4290  0.108
H52 3.2060 1.8004 1.6998  0.027
H53 5.3220 7.6873 2.7664  0.346
H54 -0.2787 1.5976 -0.7196  0.125
C39 0.3900 -0.7326 1.8836  0.412
O1 1.9691 -3.6856 3.1321  -0.576
H55 -10.9503 -7.3626 0.3184  0.352
H56 1.1110 2.8482 2.3993  0.384
C40 -0.2143 1.6926 3.6122  -0.239
H57 3.2055 -2.0879 3.0741  0.366
H58 -0.6387 -0.5704 2.2005  -0.219
C41 3.6700 3.4226 -5.3302  -0.042
H59 0.5666 6.5127 -5.8779  0.423
C42 -7.8852 -6.4400 1.3420  0.429
C43 5.4875 2.3331 -4.2480  0.409
C44 3.4718 -0.1074 -0.7506  1.091
H60 0.1530 0.7515 4.0054  0.040
C45 -4.0416 -6.6035 -1.2623  -0.637
H61 5.0661 1.1330 -1.4375  0.724
C46 -0.5182 6.8940 -4.0474  -0.297
F6 -6.9170 -5.5477 1.0525  -0.275
F7 -0.9340 -4.0185 -0.6250  -0.144
H62 -2.9512 -4.2712 0.9543  0.493